104
Properties=species:S:1:pos:R:3 method="wB97M-V/def2-TZVPD" gap_ev=4.98 fmax_ev_per_a=10.71 charge=0 spin_multiplicity=1
C 5.5155 -1.9279 -4.1782
C 4.4228 -2.2079 -2.9549
C 4.0370 -3.8169 -2.7404
C 4.6851 -5.0562 -3.5958
C 3.9892 -5.3148 -5.0575
C 4.9220 -6.1360 -6.1279
C 6.0540 -7.1155 -5.4486
O 5.4393 -8.3574 -4.8744
C 6.4646 -9.1379 -4.1649
O 6.1722 -9.4804 -2.8806
C 2.9439 -4.1468 -1.5671
C 2.2063 -2.9926 -0.6067
N 1.2375 -3.5317 0.4095
C 0.7141 -2.3521 1.1819
C 1.0532 -0.7745 0.9676
C 0.3774 0.4150 1.9214
C 1.6425 1.4022 2.3870
C 2.8906 0.5844 3.0696
N 4.3368 1.1226 3.1020
O 2.7352 -0.6104 3.7059
N 2.0243 -0.3234 -0.0796
C 2.6368 -1.4449 -0.8698
C 3.7629 -0.9879 -2.0200
C 4.2392 0.5639 -2.2835
Br 4.8098 1.5283 -0.5784
C 3.1715 1.4534 -3.1849
C 4.0887 2.6685 -3.8779
Br 1.7535 2.3766 -2.1214
H 5.3294 -0.8432 -4.6430
H 5.2909 -2.7313 -5.0207
H 6.6288 -2.0867 -3.8400
H 4.5541 -6.0586 -2.9605
H 5.8593 -4.8807 -3.6397
H 3.7539 -4.2609 -5.5402
H 2.9755 -5.9094 -4.9229
H 5.4428 -5.4271 -6.9351
H 4.2032 -6.8496 -6.7533
H 6.7666 -6.5882 -4.6850
H 6.7396 -7.5004 -6.3450
H 7.5142 -9.4491 -4.5971
H 2.6455 -5.2874 -1.4177
H -0.0513 -2.6068 2.0627
H -0.2212 -0.0159 2.8367
H -0.2890 1.1043 1.2143
H 1.2901 2.2069 3.1957
H 2.0979 2.0050 1.4683
H 4.4315 1.6460 4.0016
H 4.4890 1.8282 2.3487
H 5.2407 0.5414 -2.9334
H 2.7507 0.8383 -4.1150
H 3.5016 3.2373 -4.7235
H 5.1535 2.3095 -4.2034
H 4.2338 3.4644 -3.0010
C -2.7359 5.9773 2.8110
O -3.6184 4.8745 2.6833
P -3.1388 3.4697 1.7948
O -1.6857 3.9486 1.6968
O -3.9591 4.0275 0.4745
C -5.2664 4.5446 0.6575
O -2.6591 2.0650 0.9062
C -3.6703 1.0843 0.7870
H -3.2499 6.7574 3.3779
H -1.8454 5.6893 3.3743
H -2.4731 6.3723 1.8262
H -5.2112 5.6303 0.7566
H -5.7542 4.1152 1.5346
H -5.8649 4.3088 -0.2241
H -4.4511 1.4288 0.1046
H -4.1017 0.8694 1.7688
H -3.2264 0.1697 0.3866
C 1.2263 -3.6039 10.1895
O 1.3171 -3.2292 8.8247
P 2.1532 -1.7848 8.3688
O 2.7336 -1.5997 9.7756
O 0.7139 -0.9790 8.2910
C -0.3780 -1.6032 7.6366
O 2.9892 -0.3405 7.9129
C 2.9227 -0.0467 6.5317
H 0.6346 -4.5206 10.2494
H 2.2184 -3.8219 10.5914
H 0.7259 -2.8228 10.7676
H -0.9990 -2.1079 8.3790
H -0.0446 -2.3182 6.8821
H -0.9803 -0.8361 7.1471
H 1.9144 0.2777 6.2632
H 3.1983 -0.9291 5.9470
H 3.6262 0.7595 6.3103
C -9.5789 2.7840 -1.5303
O -9.4881 3.1587 -2.8951
P -8.6521 4.6031 -3.3510
O -8.0716 4.7882 -1.9442
O -10.0914 5.4089 -3.4288
C -11.1832 4.7847 -4.0832
O -7.8160 6.0474 -3.8069
C -7.8825 6.3412 -5.1881
H -10.1707 1.8673 -1.4703
H -8.5869 2.5660 -1.1284
H -10.0794 3.5652 -0.9522
H -11.8042 4.2800 -3.3408
H -10.8498 4.0697 -4.8377
H -11.7855 5.5518 -4.5727
H -8.8909 6.6656 -5.4566
H -7.6070 5.4588 -5.7728
H -7.1790 7.1474 -5.4095